13
Properties=species:S:1:pos:R:3:forces:R:3:mulliken_charge:R:1 method="wB97M-V/def2-TZVPD" homo_lumo_gap_ev=10.519 energy_ha=-390.9117 total_charge=0 de_lowest_kcal_mol=129.7 fmax_ev_per_a=8.449 smiles=N[C@H]1Cn2nnnc21 homo_ev=-10.005
N -1.42222 1.57760 -0.30402 1.494 0.270 -0.101 -0.5975
C -0.05240 0.87445 -0.02668 -3.572 -3.144 0.219 -0.0214
C -0.14830 -0.38949 1.19533 -0.720 4.293 1.178 -0.5846
N 0.50217 -1.15281 0.26248 1.153 -0.804 -4.313 0.7262
N 1.07778 -2.28771 -0.02007 1.021 -1.104 -1.309 -0.6348
N 1.48420 -2.16002 -1.25687 1.064 -1.223 0.411 -0.1860
N 1.23471 -0.88281 -1.81567 0.639 -2.882 -1.008 -0.3760
C 0.56665 -0.42223 -0.88522 -3.681 5.523 5.228 0.2159
H -1.40810 2.03010 -1.31537 -0.188 -0.745 3.379 0.2525
H -1.85749 2.15294 0.57570 1.968 -1.551 -3.342 0.2522
H 0.79460 1.42264 0.15286 1.675 2.057 0.664 0.3136
H 0.44700 -0.14733 2.16122 -1.261 -0.597 -1.596 0.3026
H -1.21861 -0.61533 1.27632 0.409 -0.092 0.588 0.3373

13
Properties=species:S:1:pos:R:3:forces:R:3:mulliken_charge:R:1 method="wB97M-V/def2-TZVPD" homo_lumo_gap_ev=9.893 energy_ha=-391.0164 total_charge=0 de_lowest_kcal_mol=64.0 fmax_ev_per_a=4.950 smiles="[H]/N=C/Nc1ncn[nH]1" homo_ev=-9.215
H 0.19047 -1.63543 -3.01347 1.230 1.513 3.279 0.2446
N 0.20819 -1.15027 -2.00072 0.837 1.059 -1.094 -0.6067
C 1.17279 -0.34156 -1.59783 -1.703 -3.220 -2.504 0.0608
N 1.09883 0.44033 -0.47650 -0.857 2.716 1.663 -0.1790
C 0.04134 0.60817 0.52797 -0.980 -2.643 -1.444 0.2826
N -0.09669 1.47214 1.51614 0.008 -3.806 0.820 -0.5024
C -0.97783 0.60855 2.34499 -0.715 4.878 0.436 -0.1285
N -1.58363 -0.31296 1.74524 -0.192 -2.576 -0.238 -0.8498
N -0.90659 -0.46317 0.64434 0.953 -0.755 -4.705 0.3448
H 2.19607 -0.33159 -2.08437 -1.216 0.525 0.423 0.3213
H 1.56030 1.34928 -0.63392 0.072 -0.884 0.451 0.2919
H -1.60259 0.87959 3.16755 0.877 1.276 1.087 0.3524
H -1.30067 -1.12308 -0.13942 1.687 1.916 1.826 0.3680